[1]
C4H9N3O | ωB97M-V/def2-TZVPD

Values from the calculation:
- Gap between HOMO and LUMO: 8.894 eV
- 2S+1: 1
- Relative energy (zero: lowest compared OMol25 entry of this formula, charge and spin): 136.3 kcal per mole
- E: -397.13350 Eh
- HOMO energy: -8.592 eV

Each line ends with the Mulliken charge.
Geometry (Å):
C -0.0587 1.0941 0.4859  0.244
C -0.1416 -0.3164 1.1266  0.248
C -1.1452 -1.2936 0.3747  -0.547
C 0.9794 -1.2116 0.4480  -0.524
H -0.4705 0.8317 -2.9795  0.256
H 1.2633 0.0292 -2.1639  0.260
H 0.5932 2.3709 -0.8202  0.302
H -0.3136 -0.0190 2.1896  0.389
H -1.7238 -1.8167 1.1480  0.275
H -1.7109 -0.8189 -0.4771  0.302
H -0.1551 -2.3559 -1.1324  0.301
H 1.6327 -1.6410 1.2021  0.294
H 1.5529 -0.9308 -0.4881  0.047
N 0.1026 0.5863 -1.9639  -0.520
N -0.0980 1.3863 -0.8986  -0.196
N -0.0909 -2.1532 -0.1450  -0.504
O 0.2665 1.9975 1.2453  -0.626

Cartesian forces (eV/Å) of the 6 atoms listed first:
1.1 -1.0 1.0
-1.1 1.3 -3.4
-0.3 0.6 0.4
-0.7 -1.4 -1.5
2.5 -0.6 4.3
-4.6 2.7 0.7


[2]
C7H12O3 | ωB97M-V/def2-TZVPD

Values from the calculation:
- Gap between HOMO and LUMO: 8.363 eV
- 2S+1: 1
- Relative energy (zero: lowest compared OMol25 entry of this formula, charge and spin): 136.1 kcal per mole
- E: -499.42963 Eh
- HOMO energy: -8.454 eV

Each line ends with the Mulliken charge.
Geometry (Å):
O 0.4975 1.8860 0.1908  -0.479
C 0.4531 0.8338 -0.4033  0.347
C -0.6912 0.3636 -1.2663  0.222
C -0.5954 -0.9631 -1.9680  -0.554
O -0.8695 -1.4846 -0.6843  -0.730
C -2.0190 1.0516 -1.0486  0.306
C -3.3120 0.3571 -1.5283  -0.931
C -4.0220 0.9192 -0.2761  -0.569
C -2.6343 1.1301 0.3684  -0.721
H 0.2781 1.0717 -1.9045  -0.003
H -1.4239 -1.1620 -2.6558  0.337
H 0.4171 -1.2084 -2.3122  0.316
H -1.9573 2.0610 -1.4780  0.422
H -3.6979 0.6409 -2.5165  0.290
H -3.2231 -0.7377 -1.4801  0.384
H -4.5174 1.8765 -0.4891  0.230
H -4.7323 0.2634 0.2435  0.343
H -2.3393 0.2682 0.9821  0.318
H -2.4629 2.0485 0.9451  0.330
O 1.1774 -0.5691 0.3599  -0.676
H 0.1611 -1.5350 0.0520  0.493
H 1.3004 -0.3289 1.2862  0.325

Cartesian forces (eV/Å) of the 6 atoms listed first:
1.2 -2.2 -1.1
-3.6 -0.7 3.4
4.5 2.6 -2.4
0.4 1.1 3.0
1.2 -4.6 2.7
0.2 0.7 -0.2


[3]
C32H44BrN3P2Zn | ωB97M-V/def2-TZVPD

Values from the calculation:
- Gap between HOMO and LUMO (alpha / beta): 2.381 / 4.314 eV
- 2S+1: 1
- Net charge: +2
- Relative energy (zero: lowest compared OMol25 entry of this formula, charge and spin): 41.3 kcal per mole
- E: -6445.40595 Eh
- HOMO energy (alpha / beta): -12.017 / -12.013 eV

Each line ends with the Mulliken charge.
Geometry (Å):
C -0.6317 7.2819 -6.1202  -0.351
C -0.8545 5.9194 -6.3879  0.663
C -1.1108 5.5315 -7.7172  -0.300
C -1.1990 6.5206 -8.7054  -0.375
N -1.0139 7.8064 -8.4175  -0.010
C -0.7386 8.1993 -7.1759  -0.360
C -0.8476 4.9401 -5.3412  -0.379
C -1.0392 3.9522 -4.6444  -0.471
C -0.9935 2.9367 -3.6895  1.013
C 0.1128 2.9871 -2.8300  -1.081
C 0.2933 1.9245 -1.9526  -0.166
C -0.6842 0.9418 -1.9520  0.201
C -1.8496 0.9422 -2.6649  -0.287
C -1.9797 1.9498 -3.6357  -0.589
Zn 0.1311 -0.1542 -0.5308  -0.342
P 2.2537 -0.8975 -0.9916  0.609
H -1.2597 4.4881 -7.9799  0.453
H -0.3986 7.6347 -5.1209  0.462
H -1.4252 6.2495 -9.7379  0.404
H -0.5987 9.2670 -6.9987  0.405
H -2.8357 1.9851 -4.3214  0.518
H 0.8121 3.8263 -2.8630  0.439
H -2.6231 0.1974 -2.5033  0.864
H 1.1796 1.9168 -1.3144  0.336
C 2.4496 -2.5113 -0.1513  -0.695
C 3.2544 -3.5958 -0.8636  -1.169
H 1.4222 -2.8676 0.0389  0.505
H 2.8962 -2.2824 0.8289  0.435
H 3.3557 -4.4466 -0.1780  0.427
H 2.7504 -3.9668 -1.7629  0.217
H 4.2666 -3.2686 -1.1362  0.247
C 2.1176 -1.1696 -2.8063  0.922
C 3.0113 -0.3448 -3.7230  -1.584
H 1.0644 -0.9304 -3.0348  -0.901
H 2.2491 -2.2477 -2.9819  0.332
H 2.7486 -0.5811 -4.7617  0.423
H 2.8620 0.7350 -3.5872  0.277
H 4.0728 -0.5793 -3.5846  0.321
C 3.7376 0.1180 -0.6708  -0.372
C 5.0855 -0.5995 -0.7206  -1.389
H 3.5886 0.5636 0.3260  0.442
H 3.7247 0.9490 -1.3925  0.461
H 5.8777 0.1381 -0.5407  0.433
H 5.1734 -1.3679 0.0561  0.323
H 5.2898 -1.0623 -1.6941  0.270
Br -1.7813 -1.6207 -0.0438  -0.571
P -2.4164 -3.0664 -3.8933  0.122
C -0.6500 -3.1955 -3.4556  0.676
C -0.1323 -4.5622 -3.9276  -1.493
H -0.5529 -3.0448 -2.3665  -0.178
H -0.1220 -2.3869 -3.9876  0.117
H 0.9269 -4.4991 -4.1925  0.343
H -0.2414 -5.3290 -3.1505  0.371
H -0.6839 -4.8976 -4.8167  0.495
C -3.3434 -3.1443 -2.3232  -0.004
C -4.7493 -3.7334 -2.4666  -1.450
H -3.3699 -2.1316 -1.8738  -0.068
H -2.7432 -3.7689 -1.6351  0.550
H -5.1861 -3.8838 -1.4743  0.401
H -5.4167 -3.0714 -3.0244  0.343
H -4.7213 -4.7026 -2.9712  0.383
C -2.5639 -1.3974 -4.6447  0.281
C -2.9112 -1.4374 -6.1432  -1.461
H -1.5937 -0.8990 -4.4949  -0.106
H -3.3395 -0.8482 -4.0863  0.465
H -3.2752 -0.4489 -6.4518  0.391
H -2.0278 -1.6683 -6.7555  0.337
H -3.6965 -2.1792 -6.3473  0.385
N -1.7664 2.3968 2.2751  0.027
C -1.5674 1.6961 1.1327  -0.569
N -0.3632 1.1168 1.1456  0.086
C 0.2671 1.4858 2.3427  0.386
C 1.5223 1.1906 2.8838  -0.343
C 1.8566 1.7746 4.1188  -0.778
C 0.9609 2.6113 4.8078  -0.430
C -0.3144 2.8778 4.2845  -1.035
C -0.6130 2.3111 3.0562  0.631
H -2.6142 2.8918 2.5295  0.238
H -2.3149 1.6409 0.3430  0.441
H 2.1824 0.5205 2.3290  0.252
H 2.8309 1.5733 4.5650  0.402
H 1.2556 3.0443 5.7577  0.396
H -1.0714 3.4875 4.7796  0.385

Cartesian forces (eV/Å) of the 6 atoms listed first:
-0.1 0.1 -1.0
0.1 -0.3 0.5
0.0 1.0 -0.1
-0.5 -0.3 -1.2
0.7 -2.4 2.5
-0.1 1.3 0.2


[4]
C5H44NO15 | ωB97M-V/def2-TZVPD

Values from the calculation:
- Gap between HOMO and LUMO: 10.422 eV
- 2S+1: 1
- Net charge: +1
- Relative energy (zero: lowest compared OMol25 entry of this formula, charge and spin): 0.0 kcal per mole
- E: -1400.11258 Eh
- HOMO energy: -13.054 eV

Each line ends with the Mulliken charge.
Geometry (Å):
C -0.4169 2.5499 0.9269  -1.408
C 0.4494 2.4546 -0.3464  2.035
C 0.7191 1.0293 -0.7572  -1.180
C 1.7776 3.1681 -0.0820  -0.580
C 2.5135 3.3877 -1.4215  -1.177
N -1.7600 1.9541 0.6878  0.255
H 0.0324 2.0471 1.7625  0.201
H -0.4529 3.6174 1.1353  0.557
H -0.0363 3.0267 -1.1334  -0.850
H 1.1476 0.7840 -1.7326  0.523
H -0.1436 0.3648 -0.7424  0.087
H 1.4058 0.5387 -0.0636  0.177
H 2.4252 2.6719 0.6319  0.353
H 1.6233 4.1776 0.2928  0.461
H 2.0940 4.2845 -1.8903  0.221
H 2.4004 2.5746 -2.1369  0.232
H 3.5620 3.6678 -1.3320  0.395
H -2.4320 2.1593 1.4082  0.402
H -1.6626 0.9145 0.5853  -0.080
H -2.1427 2.1907 -0.2718  0.460
H 2.3675 1.7244 3.5642  0.333
H 2.9932 3.1054 3.7810  0.295
O 2.1855 2.6655 3.5097  -0.598
H 0.8434 -2.8464 3.3860  0.313
H 1.4008 -2.8643 4.8229  0.303
O 0.8513 -2.3468 4.2250  -0.581
H 1.6165 -0.4985 3.8146  0.334
H 1.9364 -0.5323 2.3515  0.381
O 1.5575 0.0581 3.0215  -0.866
H -4.1043 -0.8210 2.1850  0.264
H -3.2975 -1.3622 1.0123  0.392
O -3.2083 -0.7666 1.8210  -0.607
H -0.9192 4.7773 -4.0402  0.280
H 0.0140 4.6840 -2.9005  0.260
O -0.8529 4.3475 -3.1735  -0.600
H -1.4070 -0.6749 2.1638  0.372
H 0.1130 -0.1141 2.1540  0.273
O -0.6719 -0.3745 1.6201  -0.487
H -0.9040 -1.5977 -3.7039  0.370
H -0.2407 -2.7533 -4.5307  0.270
O -0.3593 -2.4165 -3.6523  -0.608
H -3.0558 2.0762 -2.4071  0.376
H -1.8658 3.0369 -2.5020  0.253
O -2.1307 2.1597 -2.1142  -0.717
H -1.3470 -3.4342 -2.0155  0.340
H -0.4561 -4.1304 -0.9398  0.379
O -1.3905 -3.8659 -1.1243  -0.762
H 1.4321 -1.7952 -1.5564  0.252
H 1.6187 -3.1962 -0.8827  0.295
O 1.7771 -2.2546 -0.7829  -0.577
H 0.0061 -2.5943 1.8102  0.414
H -1.1770 -3.4058 1.3497  0.220
O -0.2885 -3.5027 1.7388  -0.695
H 3.5757 -2.3018 1.7486  0.249
H 2.4441 -1.9612 0.6551  0.429
O 2.7313 -1.8423 1.5938  -0.599
H -2.9642 -0.6573 -3.4908  0.295
H -1.9881 0.3232 -2.7060  0.420
O -2.2293 -0.5967 -2.8392  -0.770
H 1.3602 -5.7855 -0.2592  0.242
H 0.8366 -4.6358 0.7203  0.343
O 1.0838 -4.8692 -0.2157  -0.697
H -3.1503 -1.2937 -1.3584  0.379
H -2.5283 -2.5077 -0.7094  0.446
O -3.3114 -1.9220 -0.6650  -0.697

Cartesian forces (eV/Å) of the 6 atoms listed first:
0.6 0.4 -1.1
0.6 0.0 0.7
0.0 -1.7 -0.1
0.6 0.6 -1.1
-0.2 0.6 -0.1
-0.2 -0.5 -2.0


[5]
C6H19NO2 | ωB97M-V/def2-TZVPD

Values from the calculation:
- Structure (SMILES): CCCNCCC.O.O
- Gap between HOMO and LUMO: 9.563 eV
- 2S+1: 1
- Relative energy (zero: lowest compared OMol25 entry of this formula, charge and spin): 22.4 kcal per mole
- E: -445.20605 Eh
- HOMO energy: -8.869 eV

Each line ends with the Mulliken charge.
Geometry (Å):
C 0.4599 2.7760 -0.7239  -1.109
C 1.6539 1.8549 -0.7324  -0.175
C 1.8396 1.0103 0.5430  -0.791
N 0.7013 0.1466 0.8423  -0.209
C 0.7489 -1.1917 0.1999  -0.060
C -0.5138 -1.9506 0.6262  -0.549
C -1.7339 -1.6040 -0.2070  -1.036
H 0.3627 3.2686 0.2435  0.287
H 0.4899 3.5355 -1.5027  0.360
H -0.4616 2.2074 -0.8758  0.259
H 1.5868 1.1713 -1.5756  0.104
H 2.5875 2.3893 -0.9223  0.374
H 1.9587 1.7141 1.3706  0.356
H 2.7277 0.3947 0.4165  0.356
H -0.2002 0.5215 0.5661  0.070
H 1.6419 -1.6625 0.6045  0.465
H 0.7546 -1.1505 -0.8878  -0.253
H -0.2628 -3.0133 0.5218  0.369
H -0.7016 -1.8468 1.6944  0.236
H -2.6561 -1.9012 0.3035  0.325
H -1.8882 -2.2322 -1.0880  0.378
H -1.8338 -0.5894 -0.5948  0.239
O -2.5979 0.1833 2.9676  -0.642
H -1.9604 -0.2775 3.5220  0.318
H -2.0241 0.7720 2.4655  0.311
O -0.0945 -1.2216 -3.2408  -0.617
H 0.5553 -1.6495 -2.6617  0.344
H 0.4604 -0.4536 -3.4547  0.291

Cartesian forces (eV/Å) of the 6 atoms listed first:
-0.5 -0.1 0.3
0.8 -0.5 -0.2
-1.1 0.8 -0.6
0.0 -1.0 -0.4
-0.6 0.8 1.6
0.7 -0.7 -0.4